DFT (ωB97M-V/def2-TZVPD) results for C6H13NO2Si in the gas phase.

Cartesian coordinates (Å):
C 0.57 1.86 -1.50
Si 0.90 0.39 -0.38
C 1.70 -1.04 -1.33
C 1.84 0.75 1.22
N -0.73 -0.11 0.18
C -1.29 -1.43 0.25
C -2.56 -1.22 1.09
O -2.63 0.19 1.36
C -1.52 0.82 0.82
O -1.29 2.01 0.91
H 1.54 2.36 -1.63
H -0.15 2.49 -0.98
H 0.15 1.62 -2.45
H 2.47 -0.71 -2.03
H 2.16 -1.69 -0.65
H 0.95 -1.61 -1.92
H 2.91 0.86 1.02
H 1.60 -0.04 1.92
H 1.46 1.70 1.60
H -1.49 -1.79 -0.76
H -0.60 -2.12 0.72
H -2.55 -1.77 2.03
H -3.46 -1.52 0.51

Calculated values
**Energy**: -19897.6099 eV
**SMILES string**: C[Si](C)(C)N1CCOC1=O
**Lowest unoccupied orbital energy**: 0.69 eV
**Frontier orbital gap**: 10.1 eV
**HOMO energy**: -9.4108 eV